[1]
ORCA calculation (ωB97M-V/def2-TZVPD) on a structure of composition C26H31BrMnN3OSe.

Computed properties:
* Kohn-Sham gap (alpha / beta): 4.87 / 7.43 eV
* ⟨S²⟩: 8.922
* net charge: -1
* multiplicity: 6

Cartesian coordinates (Å):
1 Mn 0.05 0.00 -0.13
2 C 5.92 1.25 5.10
3 C 5.12 -0.06 5.09
4 C 4.33 -0.14 6.39
5 C 6.10 -1.25 5.06
6 C 4.22 -0.10 3.86
7 C 2.84 -0.18 3.93
8 C 2.08 -0.22 2.78
9 Br 0.20 -0.35 3.00
10 C 2.63 -0.17 1.48
11 O 1.89 -0.23 0.41
12 C 4.05 -0.06 1.40
13 C 4.77 -0.04 2.58
14 C 4.86 0.06 0.10
15 C 5.65 1.37 0.13
16 C 5.83 -1.12 0.00
17 C 4.04 0.07 -1.19
18 H 6.58 1.29 5.97
19 H 5.25 2.11 5.13
20 H 6.54 1.34 4.21
21 H 5.01 -0.11 7.24
22 H 3.75 -1.06 6.46
23 H 3.63 0.70 6.49
24 H 6.76 -1.23 5.93
25 H 6.72 -1.22 4.16
26 H 5.55 -2.19 5.06
27 H 2.33 -0.22 4.88
28 H 5.85 0.04 2.50
29 H 6.33 1.42 0.98
30 H 4.97 2.22 0.20
31 H 6.24 1.48 -0.78
32 H 6.52 -1.16 0.85
33 H 6.43 -1.04 -0.91
34 H 5.29 -2.07 -0.03
35 H 3.33 0.90 -1.22
36 H 3.48 -0.86 -1.32
37 H 4.73 0.17 -2.04
38 C 0.62 -0.20 -4.56
39 C -0.72 -0.14 -5.01
40 C -1.73 -0.01 -4.10
41 C -1.44 0.07 -2.71
42 N -0.12 0.00 -2.30
43 C 0.84 -0.12 -3.21
44 C -2.42 0.21 -1.69
45 C -3.81 0.26 -1.94
46 C -4.69 0.43 -0.90
47 C -4.20 0.57 0.41
48 C -2.84 0.50 0.60
49 N -1.96 0.32 -0.40
50 H 1.44 -0.29 -5.25
51 H -0.95 -0.20 -6.06
52 H -2.76 0.04 -4.44
53 H 1.85 -0.16 -2.81
54 H -4.19 0.15 -2.94
55 H -5.75 0.48 -1.10
56 H -4.85 0.74 1.25
57 H -2.40 0.60 1.59
58 Se 0.57 2.51 0.18
59 C -1.01 3.32 -0.32
60 N -2.00 3.83 -0.63
61 C -0.40 -1.98 0.02
62 H -1.12 -2.13 0.83
63 H 0.53 -2.51 0.22
64 H -0.84 -2.28 -0.93

=====

[2]
ORCA calculation (ωB97M-V/def2-TZVPD) on a structure of composition C26H31Cl3F2GeN7O6STa in a non-equilibrium geometry.

Computed properties:
* Kohn-Sham gap (alpha / beta): 6.83 / 7.29 eV
* ⟨S²⟩: 0.753
* net charge: +1
* multiplicity: 2

Cartesian coordinates (Å):
1 Ta 0.33 -0.36 0.43
2 F -1.58 4.95 0.23
3 C -1.74 3.74 0.81
4 C -1.04 2.66 0.29
5 C -1.11 1.40 0.85
6 C -1.98 1.23 1.94
7 C -2.71 2.33 2.42
8 F -3.61 2.18 3.40
9 C -2.59 3.60 1.89
10 C -2.21 -0.11 2.47
11 C -2.78 -0.39 3.72
12 C -3.21 -1.68 4.00
13 C -3.09 -2.65 3.02
14 C -2.40 -2.33 1.86
15 N -1.94 -1.11 1.62
16 H -0.45 2.84 -0.58
17 H -3.15 4.42 2.30
18 H -2.86 0.37 4.47
19 H -3.63 -1.92 4.96
20 H -3.50 -3.64 3.16
21 H -2.22 -3.07 1.10
22 C -4.46 0.69 -3.29
23 N -4.20 -0.20 -2.18
24 C -5.30 -0.99 -1.67
25 C -3.04 -0.27 -1.63
26 N -1.99 -0.37 -1.16
27 H -4.77 0.12 -4.17
28 H -3.57 1.26 -3.53
29 H -5.26 1.39 -3.03
30 H -5.66 -1.69 -2.43
31 H -6.13 -0.34 -1.37
32 H -4.98 -1.55 -0.80
33 C -0.14 8.99 -1.38
34 C 0.54 8.39 -0.18
35 S 1.92 7.35 -0.71
36 O 2.90 8.13 -1.40
37 O 2.38 6.55 0.40
38 C 1.24 6.12 -1.91
39 C 2.39 5.15 -2.20
40 N 1.96 3.78 -2.07
41 C 2.10 2.98 -0.99
42 N 1.49 1.81 -1.17
43 C 0.93 1.86 -2.39
44 C 1.21 3.07 -2.98
45 N 0.75 3.49 -4.25
46 O 0.15 2.64 -4.89
47 O 0.96 4.63 -4.61
48 C 2.82 3.37 0.24
49 H -0.81 9.79 -1.08
50 H -0.72 8.24 -1.92
51 H 0.61 9.40 -2.05
52 H -0.11 7.75 0.42
53 H 0.99 9.15 0.45
54 H 0.90 6.62 -2.81
55 H 0.42 5.64 -1.39
56 H 3.18 5.33 -1.47
57 H 2.78 5.32 -3.20
58 H 0.33 1.07 -2.80
59 H 3.89 3.28 0.09
60 H 2.53 2.71 1.05
61 H 2.60 4.40 0.52
62 Cl 0.37 -2.84 0.73
63 Ge 2.67 -3.13 0.06
64 Cl 3.32 -3.77 1.99
65 Cl 2.85 -0.85 0.51
66 O 2.58 1.42 3.63
67 C 1.82 0.97 2.88
68 N 1.02 0.52 2.12
69 C 2.38 -1.18 -3.37
70 O 1.91 -0.75 -2.09
71 C 0.75 -1.11 -1.59
72 C -0.02 -2.11 -2.39
73 H 1.70 -0.86 -4.17
74 H 2.51 -2.26 -3.41
75 H 3.35 -0.69 -3.50
76 H 0.62 -2.97 -2.63
77 H -0.35 -1.68 -3.34
78 H -0.89 -2.47 -1.84

=====

[3]
ORCA calculation (ωB97M-V/def2-TZVPD) on a structure of composition C26H31F4N5O2STi.

Computed properties:
* Kohn-Sham gap (alpha / beta): 7.96 / 8.03 eV
* ⟨S²⟩: 0.753
* net charge: +1
* multiplicity: 2

Cartesian coordinates (Å):
1 Ti -0.67 -0.07 0.20
2 C -3.10 -0.77 2.17
3 N -2.92 -0.15 0.85
4 C -3.86 -0.78 -0.09
5 C -3.22 1.29 0.93
6 C -2.19 2.02 1.75
7 N -0.85 1.46 1.51
8 C 0.17 2.00 2.28
9 C 1.32 1.23 2.49
10 F 1.35 0.00 1.91
11 C 2.40 1.63 3.24
12 F 3.44 0.79 3.37
13 C 2.41 2.86 3.86
14 C 1.30 3.66 3.67
15 F 1.26 4.87 4.21
16 C 0.22 3.25 2.90
17 F -0.78 4.15 2.74
18 H -4.11 -0.58 2.55
19 H -2.95 -1.85 2.10
20 H -2.38 -0.37 2.88
21 H -4.89 -0.64 0.26
22 H -3.77 -0.33 -1.07
23 H -3.66 -1.84 -0.17
24 H -3.23 1.67 -0.09
25 H -4.22 1.45 1.34
26 H -2.25 3.08 1.49
27 H -2.43 1.96 2.82
28 H 3.25 3.20 4.45
29 O -1.49 -1.61 -3.61
30 C -1.40 -0.93 -2.60
31 N -1.23 -1.36 -1.34
32 C -1.16 -2.79 -1.19
33 C -0.82 -3.13 0.23
34 C -0.85 -4.45 0.67
35 C -0.54 -4.73 1.98
36 C -0.20 -3.69 2.83
37 C -0.19 -2.41 2.32
38 N -0.49 -2.12 1.04
39 C -1.39 0.57 -2.68
40 C -1.60 1.24 -3.88
41 C -1.53 2.62 -3.88
42 C -1.25 3.29 -2.70
43 C -1.05 2.55 -1.55
44 N -1.12 1.21 -1.53
45 H -2.10 -3.28 -1.47
46 H -0.40 -3.22 -1.86
47 H -1.12 -5.24 -0.02
48 H -0.55 -5.75 2.35
49 H 0.05 -3.85 3.87
50 H 0.07 -1.57 2.95
51 H -1.81 0.66 -4.76
52 H -1.70 3.18 -4.80
53 H -1.18 4.37 -2.66
54 H -0.82 3.02 -0.60
55 C 4.56 0.84 -2.58
56 C 3.64 0.54 -1.40
57 S 1.93 0.33 -1.91
58 O 1.27 -0.17 -0.62
59 C 2.05 -1.12 -2.97
60 C 2.64 -2.34 -2.29
61 H 5.54 1.13 -2.21
62 H 4.18 1.66 -3.19
63 H 4.69 -0.03 -3.22
64 H 3.60 1.37 -0.70
65 H 3.91 -0.36 -0.85
66 H 2.62 -0.80 -3.85
67 H 1.03 -1.30 -3.31
68 H 3.71 -2.25 -2.12
69 H 2.47 -3.22 -2.91
70 H 2.15 -2.51 -1.32

=====

[4]
ORCA calculation (ωB97M-V/def2-TZVPD) on a structure of composition C26H31FeN2O8 in a non-equilibrium geometry.

Computed properties:
* Kohn-Sham gap (alpha / beta): 5.47 / 6.01 eV
* ⟨S²⟩: 6.021
* net charge: -1
* multiplicity: 5

Cartesian coordinates (Å):
1 O -0.90 -0.98 -2.60
2 C -1.56 0.21 -3.34
3 C -0.76 -0.07 -4.59
4 H -1.39 1.18 -2.89
5 H -2.62 -0.02 -3.42
6 C -0.55 -1.48 -4.01
7 H 0.19 0.48 -4.62
8 H -1.29 -0.03 -5.55
9 C 0.83 -2.04 -4.23
10 H 1.59 -1.26 -4.10
11 H 0.86 -2.38 -5.27
12 H 1.06 -2.91 -3.61
13 C -1.63 -2.46 -4.44
14 H -2.60 -1.95 -4.46
15 H -1.69 -3.33 -3.77
16 H -1.38 -2.80 -5.45
17 Fe -1.00 -1.44 -0.84
18 C -2.69 -1.33 1.39
19 C -2.56 0.06 1.16
20 C -2.87 0.31 -0.21
21 H -2.33 0.82 1.91
22 C -3.24 -0.92 -0.83
23 C -3.07 -1.97 0.16
24 H -3.42 -2.99 0.06
25 H -2.56 -1.82 2.35
26 H -2.93 1.30 -0.67
27 H -3.78 -1.02 -1.77
28 C 0.14 -2.79 0.97
29 C -0.36 -3.56 -0.13
30 C 0.39 -3.17 -1.29
31 H -1.11 -4.35 -0.12
32 C 1.36 -2.17 -0.89
33 C 1.16 -1.93 0.50
34 H 1.78 -1.28 1.13
35 H -0.14 -2.95 2.00
36 H 0.29 -3.67 -2.26
37 H 2.17 -1.80 -1.50
38 O 2.53 1.77 -3.26
39 C 1.91 0.94 -2.27
40 C 0.82 1.73 -1.52
41 H 2.70 0.57 -1.61
42 H 1.51 0.04 -2.79
43 C 0.84 3.15 -2.13
44 H 0.99 1.67 -0.43
45 H -0.16 1.28 -1.70
46 C 1.77 3.01 -3.35
47 H 1.23 3.87 -1.41
48 H -0.15 3.48 -2.45
49 H 2.48 3.85 -3.46
50 H 1.19 2.97 -4.29
51 O -0.24 -0.99 3.25
52 C 0.23 0.13 2.92
53 O 0.35 0.69 1.80
54 C 0.69 0.89 4.16
55 C 0.33 2.22 4.34
56 C 0.72 2.91 5.51
57 C 1.46 2.27 6.51
58 C 1.82 0.93 6.32
59 C 1.39 0.22 5.17
60 N 2.63 0.27 7.31
61 O 3.01 0.93 8.30
62 O 2.92 -0.93 7.15
63 N 0.30 4.28 5.66
64 O -0.40 4.77 4.74
65 O 0.63 4.92 6.68
66 H -0.26 2.74 3.59
67 H 1.76 2.80 7.41
68 H 1.60 -0.85 5.09

=====

[5]
ORCA calculation (ωB97M-V/def2-TZVPD) on the molecule C26H31NO6 in a non-equilibrium geometry.

Computed properties:
* structure (SMILES): Cc1c(CC(=O)N2CCC(C(=O)O)CC2)c(=O)oc2cc3c(cc12)CCC1(CCCCC1)O3
* Kohn-Sham gap: 8.36 eV

Cartesian coordinates (Å):
1 C 1.73 0.18 2.92
2 C 1.55 0.58 1.50
3 C 2.52 0.42 0.55
4 C 3.90 -0.13 0.84
5 C 3.89 -1.64 1.07
6 O 3.69 -2.08 2.19
7 N 4.11 -2.45 0.02
8 C 4.46 -2.05 -1.33
9 C 4.07 -3.15 -2.32
10 C 4.85 -4.44 -2.06
11 C 4.00 -5.65 -2.40
12 O 2.81 -5.73 -2.27
13 O 4.75 -6.67 -2.85
14 C 5.22 -4.54 -0.56
15 C 4.14 -3.89 0.28
16 C 2.29 0.83 -0.83
17 O 3.11 0.73 -1.72
18 O 1.09 1.37 -1.15
19 C 0.12 1.55 -0.23
20 C -1.07 2.13 -0.66
21 C -2.10 2.36 0.23
22 C -1.94 2.02 1.58
23 C -0.75 1.44 2.00
24 C 0.30 1.18 1.11
25 C -3.04 2.31 2.57
26 C -4.01 3.33 1.98
27 C -4.39 2.97 0.54
28 C -5.11 1.61 0.46
29 C -5.55 1.30 -0.96
30 C -6.46 2.40 -1.51
31 C -5.72 3.73 -1.48
32 C -5.28 4.06 -0.06
33 O -3.21 2.92 -0.28
34 H 1.80 1.06 3.56
35 H 2.62 -0.43 3.06
36 H 0.88 -0.41 3.25
37 H 4.29 0.32 1.75
38 H 4.55 0.14 0.01
39 H 5.54 -1.86 -1.39
40 H 3.93 -1.14 -1.60
41 H 3.01 -3.35 -2.22
42 H 4.26 -2.79 -3.33
43 H 5.76 -4.50 -2.66
44 H 4.19 -7.44 -3.03
45 H 5.34 -5.59 -0.27
46 H 6.17 -4.04 -0.39
47 H 4.33 -4.03 1.35
48 H 3.16 -4.33 0.04
49 H -1.18 2.40 -1.70
50 H -0.64 1.20 3.04
51 H -3.57 1.38 2.81
52 H -2.61 2.69 3.50
53 H -3.53 4.31 1.96
54 H -4.91 3.40 2.59
55 H -4.44 0.82 0.81
56 H -5.98 1.64 1.12
57 H -4.67 1.21 -1.60
58 H -6.07 0.34 -0.98
59 H -6.76 2.16 -2.53
60 H -7.36 2.47 -0.90
61 H -4.83 3.66 -2.11
62 H -6.36 4.53 -1.86
63 H -4.73 5.01 -0.05
64 H -6.16 4.18 0.58

=====

[6]
ORCA calculation (ωB97M-V/def2-TZVPD) on a structure of composition C26H31O23Pd2 in a non-equilibrium geometry.

Computed properties:
* Kohn-Sham gap (alpha / beta): 7.33 / 4.57 eV
* ⟨S²⟩: 6.042
* net charge: +1
* multiplicity: 5

Cartesian coordinates (Å):
1 Pd 4.93 0.50 -1.55
2 Pd -2.05 -0.64 2.38
3 C 0.84 -4.70 1.79
4 C 1.42 -4.82 3.12
5 O 0.43 -4.71 4.14
6 H -0.03 -5.34 1.68
7 H 1.51 -5.02 0.99
8 H 0.50 -3.72 1.46
9 H 2.24 -4.11 3.20
10 H 1.98 -5.75 3.20
11 C 1.37 1.42 0.77
12 C 0.30 0.54 1.22
13 C 0.09 -0.84 0.47
14 O -0.96 -1.46 0.79
15 C 1.14 -1.34 -0.43
16 C 2.20 -0.53 -0.60
17 C 2.35 0.89 -0.04
18 O 3.24 1.77 -0.46
19 O 3.07 -1.02 -1.44
20 O -0.46 0.70 2.12
21 H 1.26 2.48 0.98
22 H 1.05 -2.31 -0.89
23 C 2.08 -3.95 -3.08
24 C 2.81 -4.91 -2.20
25 O 1.87 -5.95 -2.03
26 C 0.66 -5.62 -2.55
27 O -0.30 -6.35 -2.59
28 O 0.72 -4.47 -3.16
29 H 2.48 -3.90 -4.09
30 H 2.05 -2.93 -2.70
31 H 3.02 -4.40 -1.26
32 H 3.71 -5.35 -2.62
33 C -3.10 4.65 4.18
34 C -2.86 4.73 2.60
35 O -2.80 3.37 2.23
36 C -2.98 2.55 3.28
37 O -2.96 1.31 3.18
38 O -3.08 3.27 4.43
39 H -4.11 5.01 4.42
40 H -2.28 5.13 4.71
41 H -1.96 5.31 2.39
42 H -3.68 5.23 2.10
43 C -0.23 5.02 -0.52
44 C 1.15 4.82 -1.21
45 O 0.90 3.97 -2.28
46 C -0.29 3.45 -2.25
47 O -0.67 2.58 -3.03
48 O -1.03 4.00 -1.27
49 H -0.63 5.99 -0.82
50 H -0.27 4.78 0.54
51 H 1.94 4.44 -0.57
52 H 1.46 5.80 -1.58
53 C 3.80 0.84 3.11
54 C 4.73 0.20 4.07
55 O 3.85 -0.62 4.79
56 C 2.79 -0.76 4.22
57 O 1.89 -1.53 4.62
58 O 2.71 0.00 3.14
59 H 4.25 0.84 2.12
60 H 3.59 1.89 3.33
61 H 5.06 0.99 4.74
62 H 5.54 -0.31 3.54
63 C -4.54 2.43 -1.83
64 C -4.07 1.26 -2.67
65 O -3.71 0.29 -1.73
66 C -3.57 0.82 -0.55
67 O -3.26 0.17 0.38
68 O -3.86 2.20 -0.63
69 H -5.60 2.58 -1.63
70 H -4.04 3.33 -2.21
71 H -3.46 1.55 -3.53
72 H -4.96 0.88 -3.16
73 C -1.64 -2.07 -2.81
74 C -1.20 -0.78 -3.47
75 O -1.65 -0.91 -4.78
76 C -1.82 -2.23 -5.04
77 O -1.94 -2.66 -6.17
78 O -1.80 -2.97 -3.89
79 H -2.62 -2.00 -2.34
80 H -0.84 -2.49 -2.19
81 H -0.12 -0.66 -3.57
82 H -1.59 0.13 -3.01

=====

[7]
ORCA calculation (ωB97M-V/def2-TZVPD) on a structure of composition C26H31O4RuSe2Te in a non-equilibrium geometry.

Computed properties:
* Kohn-Sham gap (alpha / beta): 7.23 / 6.84 eV
* ⟨S²⟩: 0.761
* multiplicity: 2

Cartesian coordinates (Å):
1 Ru -1.58 -0.34 -0.85
2 C -2.58 0.56 -2.73
3 C -3.47 0.80 -1.64
4 C -3.85 -0.44 -1.12
5 C -3.21 -1.45 -1.87
6 C -2.45 -0.81 -2.89
7 H -2.12 1.32 -3.34
8 H -3.78 1.76 -1.29
9 H -4.53 -0.59 -0.29
10 H -3.36 -2.52 -1.76
11 H -1.88 -1.30 -3.66
12 C -5.43 2.59 2.48
13 Se -4.06 2.58 1.11
14 C -2.55 2.42 2.31
15 C -2.31 1.01 2.83
16 Se -1.64 -0.45 1.71
17 C 0.23 0.02 1.98
18 H -5.50 3.56 2.96
19 H -5.22 1.82 3.23
20 H -6.38 2.35 2.01
21 H -2.81 3.05 3.16
22 H -1.69 2.85 1.81
23 H -3.23 0.62 3.26
24 H -1.55 1.00 3.61
25 H 0.39 0.27 3.02
26 H 0.47 0.86 1.33
27 H 0.81 -0.86 1.72
28 C 3.66 -3.26 3.76
29 C 2.82 -3.07 2.53
30 C 1.54 -3.61 2.45
31 C 0.74 -3.45 1.32
32 C -0.60 -4.13 1.28
33 C 1.23 -2.69 0.25
34 Te 0.00 -2.29 -1.42
35 C 2.53 -2.18 0.28
36 C 3.13 -1.42 -0.87
37 C 3.30 -2.38 1.43
38 H 3.05 -3.33 4.65
39 H 4.37 -2.44 3.88
40 H 4.24 -4.19 3.69
41 H 1.15 -4.18 3.29
42 H -0.81 -4.62 2.22
43 H -0.61 -4.88 0.48
44 H -1.41 -3.43 1.06
45 H 2.61 -0.48 -1.04
46 H 3.07 -1.98 -1.80
47 H 4.18 -1.20 -0.67
48 H 4.31 -1.98 1.45
49 O -0.97 3.74 -0.31
50 C -0.57 2.66 -0.73
51 O -1.11 1.56 -0.29
52 C 0.58 2.63 -1.70
53 C 1.24 3.84 -1.92
54 C 2.36 3.94 -2.74
55 C 2.79 2.78 -3.34
56 O 3.86 2.60 -4.16
57 C 3.86 1.21 -4.52
58 O 2.77 0.58 -3.84
59 C 2.14 1.58 -3.14
60 C 1.04 1.46 -2.33
61 H 0.85 4.71 -1.42
62 H 2.87 4.88 -2.90
63 H 4.80 0.75 -4.19
64 H 3.72 1.11 -5.60
65 H 0.56 0.50 -2.19